w) The following is a quantum chemistry calculation of a 2-piece molecular cluster, C8H10NO overall, from the Open Molecules 2025 dataset.

Net charge: +1
2S+1: 1
Orbital gap (alpha / beta), eV: 6.525 / 6.528

CARTESIAN COORDINATES (ANGSTROEM)
C1 -0.48879 1.86054 0.58085
C2 -0.32495 1.16182 1.80939
C3 0.23968 1.63207 -0.58386
C4 1.37136 -0.17986 0.74248
C5 -0.87431 -3.28169 -0.10462
C6 1.09165 0.36074 -0.54767
C7 0.38953 2.58133 -1.68534
C8 -1.22199 -4.47283 0.10079
N1 0.76009 0.34057 1.81391
O1 -0.55710 -2.17393 -0.36189
H1 -0.95707 2.78687 0.75897
H2 -0.95169 0.97419 2.57134
H3 0.33062 -0.34973 -1.04133
H4 1.86073 0.23766 -1.23862
H5 -0.65269 2.64646 -2.00030
H6 1.03009 2.16549 -2.48876
H7 0.65982 3.70445 -1.44899
H8 1.08687 0.00660 2.64842
H9 -0.55812 -5.16475 0.45983
H10 -2.23375 -4.83598 0.01543

***

x) The following is a quantum chemistry calculation of an isolated ion of composition C8H10NO and charge +1, from the Open Molecules 2025 dataset.

Net charge: +1
2S+1: 1
Orbital gap, eV: 7.361

CARTESIAN COORDINATES (ANGSTROEM)
C1 0.98417 2.19766 -0.46824
C2 0.46098 0.94187 -0.48661
C3 3.65414 0.48627 0.23386
C4 -0.75304 0.59533 0.11386
C5 1.46641 -0.07043 -1.05531
C6 2.94371 -0.56302 1.17856
C7 -1.17564 -0.75480 0.17312
C8 -1.61004 1.57677 0.90753
N1 2.55056 -0.13524 -0.06192
O1 1.62636 3.11119 -0.59986
H1 1.10016 -1.02767 -1.15428
H2 2.04114 0.13673 -2.00634
H3 3.32303 -1.58435 1.12781
H4 2.39212 -0.42396 2.11291
H5 -0.55316 -1.65671 -0.00419
H6 -1.82518 -1.07853 1.03010
H7 -1.82170 -0.73944 -0.64664
H8 -0.90371 2.12113 1.46969
H9 -1.94181 2.28600 0.06677
H10 -2.45584 1.19758 1.43101

***

Need the numbers? Relative energies in kcal/mol: w) 0.0; x) 13.2.

***

w) The following is a quantum chemistry calculation of an isolated ion of composition C8H13N2O2 and charge +1, from the Open Molecules 2025 dataset.

Net charge: +1
Structure (SMILES): CC/N=C/C=C(\[N+]#COC)OC
2S+1: 1
Orbital gap (alpha / beta), eV: 7.314 / 7.313

CARTESIAN COORDINATES (ANGSTROEM)
C1 -1.81179 1.26927 0.21566
C2 -1.51108 1.36402 -1.16860
C3 -1.12942 0.50742 1.20191
C4 0.48446 -1.31661 1.15181
C5 1.11175 0.43820 -3.51415
C6 -1.27617 -0.21208 3.46734
C7 2.68894 -2.09227 1.57594
C8 -0.30753 1.07398 -3.16408
N1 -0.27649 -0.45200 0.82498
N2 -0.43973 0.94242 -1.72962
O1 -1.48178 0.75896 2.45632
O2 1.25274 -2.28141 1.33594
H1 -2.62009 1.80310 0.53834
H2 -2.26594 2.08371 -1.58783
H3 1.01430 -0.61720 -3.28846
H4 1.73344 0.99374 -2.86244
H5 1.15699 0.55201 -4.52935
H6 -1.85844 0.10197 4.31553
H7 -0.29044 -0.36851 3.65685
H8 -1.75298 -1.06652 3.20069
H9 2.54888 -1.23204 2.19529
H10 3.31683 -2.11342 0.70455
H11 3.07022 -2.85074 2.21990
H12 -1.23295 0.60019 -3.57376
H13 -0.12373 2.11379 -3.64274

***

x) The following is a quantum chemistry calculation of an isolated ion of composition C8H13N2O2 and charge +1, from the Open Molecules 2025 dataset.

Net charge: +1
Structure (SMILES): CN(C)C/[N+](O)=C\c1ccco1
2S+1: 1
Orbital gap, eV: 8.215

CARTESIAN COORDINATES (ANGSTROEM)
C1 4.15454 0.26185 1.10745
C2 2.74624 0.16674 0.93554
C3 4.31170 1.12699 2.19280
C4 2.10350 0.83988 1.97197
C5 -1.87681 0.53143 -1.84768
C6 -1.97263 -1.47419 -0.52463
C7 -0.15739 0.01337 -0.14339
C8 0.71218 1.05030 2.11072
N1 -0.17464 0.65078 1.21018
N2 -1.47038 -0.17301 -0.61076
O1 -1.45563 0.91699 1.74879
O2 3.11432 1.41794 2.74281
H1 4.80575 -0.14249 0.42534
H2 2.20987 -0.37526 0.20948
H3 5.20721 1.43851 2.82740
H4 -1.11808 1.38252 -2.10000
H5 -1.75229 -0.04680 -2.77638
H6 -2.99843 0.67944 -1.69665
H7 -3.15021 -1.42703 -0.71558
H8 -1.43736 -1.96714 -1.26275
H9 -1.91658 -1.85467 0.52036
H10 0.47076 -0.88562 -0.08854
H11 0.54673 0.55521 -0.75876
H12 0.27598 1.74703 2.83641
H13 -2.05870 0.91046 0.93163

***

y) The following is a quantum chemistry calculation of a 2-piece molecular cluster, C8H13N2O2 overall, from the Open Molecules 2025 dataset.

Net charge: +1
2S+1: 1
Orbital gap, eV: 8.892

CARTESIAN COORDINATES (ANGSTROEM)
C1 -0.52137 1.26532 -0.27342
C2 0.89691 -0.29476 0.35739
C3 0.51617 -1.48837 0.80078
C4 0.45757 1.05321 0.83468
C5 -0.43304 1.34690 3.11919
C6 -2.02480 0.58159 -4.88040
C7 1.40356 2.18645 0.76386
C8 0.84290 -3.86135 0.87920
N1 -1.38255 1.49711 -1.04820
N2 -0.42028 0.80903 1.97666
O1 1.20922 -2.55637 0.47719
O2 -1.76325 0.66717 -3.67830
H1 1.55081 -0.36228 -0.43898
H2 -0.19781 -1.46462 1.63986
H3 0.25742 2.16665 3.43079
H4 -1.20942 0.98683 3.74040
H5 -2.74197 1.22709 -5.44321
H6 -1.67599 -0.35737 -5.50450
H7 1.64558 2.50906 -0.28570
H8 0.94297 3.04897 1.26594
H9 2.39091 2.10288 1.22461
H10 0.32319 -3.91161 1.81538
H11 0.15523 -4.31774 0.12840
H12 1.72374 -4.37757 0.96178
H13 -1.94569 1.54379 -1.86339

***

Need the numbers? Relative energies in kcal/mol: w) 33.6; x) 0.0; y) 8.8.

***

w) The following is a quantum chemistry calculation of a 2-piece molecular cluster, C3H10NO3 overall, from the Open Molecules 2025 dataset.

Net charge: +1
2S+1: 1
Orbital gap, eV: 11.667

CARTESIAN COORDINATES (ANGSTROEM)
O1 -0.69070 -2.09541 -0.70982
C1 -0.49104 -0.87952 -1.36228
C2 0.69441 -0.21459 -0.72341
N1 0.34195 -0.01916 0.74407
C3 1.49870 0.92406 1.33494
O2 -0.82594 -0.44086 -2.44962
H1 -1.51556 -2.53972 -1.11220
H2 0.72532 0.81169 -1.16572
H3 1.74697 -0.70194 -0.75229
H4 -0.56589 0.45286 0.86499
H5 0.28766 -0.92922 1.19489
H6 1.31383 1.23495 2.30010
H7 1.58284 1.89401 0.80107
H8 2.34183 0.21853 1.45657
H9 -2.47857 1.30134 0.29113
H10 -2.19647 0.10100 -0.53618
O3 -1.76935 0.88197 -0.17624

***

x) The following is a quantum chemistry calculation of a 2-piece molecular cluster, C3H10NO3 overall, from the Open Molecules 2025 dataset.

Net charge: +1
2S+1: 1
Orbital gap, eV: 11.501

CARTESIAN COORDINATES (ANGSTROEM)
C1 -0.26719 1.32212 -0.63758
C2 -0.57702 0.38056 0.49223
C3 -1.03583 -0.96920 0.06672
O1 -1.84148 -1.55492 0.95289
O2 -0.67122 -1.48381 -0.95621
N1 0.95933 0.91601 -1.39884
H1 -1.08347 1.44806 -1.34812
H2 -0.09739 2.32769 -0.29765
H3 -1.15347 0.90985 1.23394
H4 0.30122 0.22431 1.11115
H5 -1.90960 -2.48908 0.69400
H6 1.80675 1.17732 -0.89725
H7 0.93473 1.28795 -2.34577
H8 0.96862 -0.10153 -1.54382
H9 3.20677 0.57130 0.95156
H10 2.68921 1.10904 2.25348
O3 2.46889 1.08676 1.30621

***

Need the numbers? Relative energies in kcal/mol: w) 43.2; x) 0.0.

***

w) The following is a quantum chemistry calculation of one molecule with the formula C3H8P2, from the Open Molecules 2025 dataset.

Expectation value of S²: 2.02
2S+1: 3
Orbital gap (alpha / beta), eV: 4.885 / 4.272

CARTESIAN COORDINATES (ANGSTROEM)
C1 -1.28303 0.21903 0.01069
C2 1.13127 0.95865 0.23896
C3 0.18271 -0.20410 0.41045
P1 -2.51022 -0.24607 0.98584
P2 0.52090 -1.74305 -0.78243
H1 -1.54096 0.65120 -1.01913
H2 2.10455 0.55857 0.08606
H3 0.95798 1.72613 -0.49767
H4 1.20182 1.47190 1.18359
H5 0.16387 -0.59813 1.49036
H6 -3.61733 0.06199 0.29507
H7 1.89635 -1.92529 -0.40971
H8 0.79208 -0.93085 -1.99209

***

x) The following is a quantum chemistry calculation of one molecule with the formula C3H8P2, from the Open Molecules 2025 dataset.

Expectation value of S²: 2.00
2S+1: 3
Orbital gap (alpha / beta), eV: 3.804 / 7.733

CARTESIAN COORDINATES (ANGSTROEM)
C1 -0.71056 -0.69897 0.46744
C2 -1.48792 0.51475 0.03957
C3 -0.83538 1.52940 -0.43018
P1 0.95896 -0.84164 -0.24932
P2 2.13292 0.43841 0.89385
H1 -0.47419 -0.58446 1.57823
H2 -1.19269 -1.77067 0.38726
H3 -2.47090 0.48517 0.31856
H4 0.24035 1.34268 -0.55591
H5 -1.30862 2.48058 -0.76302
H6 0.87853 -0.68206 -1.63353
H7 1.09684 -2.26726 -0.32056
H8 3.17268 0.05408 0.26762

***

Need the numbers? Relative energies in kcal/mol: w) 5.1; x) 0.0.